Entry 1:
The following is a DFT calculation (wB97M-V/def2-TZVPD) of a molecular structure, C33H34CeN5O5S3 in a non-equilibrium geometry.

Structure (XYZ):
```
81
Properties=species:S:1:pos:R:3:lowdin_charge:R:1
Ce -1.8164 -0.0576 -1.3409 0.282
C -4.5673 -0.5780 2.9913 -0.048
O -3.2429 -1.0206 2.6706 -0.096
C -2.5320 -1.5435 3.6880 -0.242
C -2.9926 -2.6531 4.3869 -0.022
C -2.2428 -3.2285 5.4008 -0.119
C -1.0141 -2.6883 5.7328 -0.121
C -0.5447 -1.5786 5.0473 -0.036
C -1.2815 -0.9864 4.0210 -0.164
N -0.7917 0.2067 3.4598 0.127
C -1.0390 0.6047 2.0917 -0.319
N -1.6935 1.7737 2.0300 0.171
C -2.0424 2.6516 0.9645 -0.182
C -1.8644 2.3313 -0.3917 -0.191
C -2.2133 3.3679 -1.2784 -0.137
C -2.7238 4.5916 -0.8719 -0.109
C -2.9176 4.8480 0.4788 -0.059
C -2.5575 3.8805 1.3958 -0.232
O -2.7337 4.0625 2.7746 -0.130
C -2.3305 5.3085 3.2830 -0.111
N -0.6660 -0.1088 1.0796 0.058
C 0.2095 -1.1777 1.2366 -0.237
C -0.0447 -2.3663 0.5395 -0.004
C 0.8564 -3.4132 0.5398 -0.072
C 2.0407 -3.3117 1.2502 -0.097
C 2.3210 -2.1409 1.9435 -0.034
C 1.4266 -1.0852 1.9343 -0.245
O 1.7095 0.1030 2.5808 -0.149
C 3.0529 0.5318 2.5277 -0.093
H -5.1516 -0.6760 2.0668 0.076
H -4.5306 0.4778 3.2858 0.089
H -5.0047 -1.1653 3.8044 0.073
H -3.9550 -3.0686 4.1174 0.115
H -2.6174 -4.1025 5.9196 0.089
H -0.4152 -3.1269 6.5218 0.089
H 0.4183 -1.1496 5.3042 0.108
H 0.1878 0.3483 3.6666 0.103
H -1.9570 2.1343 2.9334 0.133
H -2.0556 3.2156 -2.3442 0.059
H -2.9935 5.3492 -1.6006 0.088
H -3.3400 5.7916 0.8016 0.091
H -2.5210 5.2866 4.3567 0.081
H -2.8909 6.1407 2.8479 0.070
H -1.2625 5.4849 3.1079 0.096
H -0.9745 -2.4429 -0.0196 0.104
H 0.6382 -4.3071 -0.0290 0.107
H 2.7568 -4.1237 1.2570 0.090
H 3.2616 -2.0500 2.4729 0.102
H 3.0449 1.6122 2.6710 0.091
H 3.4968 0.3068 1.5550 0.075
H 3.6519 0.0714 3.3235 0.082
O 1.0135 -2.4854 -3.1171 -0.025
C -0.0847 -1.9560 -3.4019 -0.606
O -1.0328 -1.8013 -2.5844 -0.230
C -0.2863 -1.5137 -4.8281 -0.156
C -0.0395 -2.4491 -5.8259 -0.060
C -0.2082 -2.1435 -7.1669 -0.136
C -0.6343 -0.8651 -7.5121 -0.136
C -0.8661 0.0797 -6.5318 -0.150
C -0.6914 -0.2031 -5.1628 -0.634
S -0.8801 1.0929 -4.0184 0.553
H 0.2868 -3.4400 -5.5297 0.106
H -0.0233 -2.8897 -7.9312 0.076
H -0.7883 -0.6082 -8.5556 0.082
H -1.2013 1.0742 -6.7988 0.079
S 1.5530 0.9047 -0.8813 0.751
C 2.9683 0.4001 -1.6251 -0.804
N 4.1277 1.0588 -1.2956 -0.020
C 5.3965 0.8875 -1.9779 -0.209
C 5.1629 0.2433 -3.3354 -0.178
C 4.2935 -0.9867 -3.1301 -0.178
N 3.0542 -0.5909 -2.4995 0.038
H 3.9784 1.8725 -0.7266 0.095
H 6.0594 0.2486 -1.3778 0.107
H 5.8864 1.8580 -2.0931 0.110
H 6.1139 -0.0145 -3.8039 0.106
H 4.6258 0.9425 -3.9796 0.123
H 4.8305 -1.7218 -2.5135 0.119
H 4.0437 -1.4584 -4.0808 0.125
H 2.2544 -1.2299 -2.6516 0.098
S -4.4634 -0.6359 -1.2495 -0.442
```

The calculation puts the highest occupied orbital energy (alpha / beta) at -0.14 / -0.15 eV. The net charge is -2. Its multiplicity is 2. The value obtained for the energy above the lowest of the compared OMol25 structures with the same formula, charge and spin is 0.097 eV. The value obtained for the LUMO energy (alpha / beta) is 3.8 / 3.8 eV. The calculated total energy is -3597.69897 hartree. Its HOMO-LUMO gap (alpha / beta) is 0.145 / 0.145 Ha.

=====

Entry 2:
The following is a DFT calculation (wB97M-V/def2-TZVPD) of 8 unconnected molecules or ions with the total composition C33H34F19N3O23S in a non-equilibrium geometry.

Structure (XYZ):
```
113
Properties=species:S:1:pos:R:3:lowdin_charge:R:1
N 0.1564 -1.2887 -1.9887 0.143
C 0.6672 -2.4016 -2.4727 -0.106
C 1.4548 -3.7559 -3.0654 -0.290
C 1.8677 -3.3892 -4.6085 -0.112
C 0.9254 -2.2685 -5.3437 -0.217
O 1.4309 -0.8639 -5.1921 -0.141
C 2.7789 -3.9306 -2.1203 -0.133
C 3.7995 -2.6533 -2.0814 -0.062
C 4.6457 -2.6065 -0.6376 -0.177
F 5.9454 -1.9292 -1.0054 -0.008
F 4.8694 -4.0645 -0.3071 0.000
C 3.7691 -1.8020 0.4793 -0.208
F 3.0231 -0.6151 -0.0443 0.014
F 2.6978 -2.7587 0.9488 0.005
S 4.6776 -1.2418 2.0066 1.091
F 5.5746 -0.0272 1.1989 -0.175
F 3.4257 -0.0739 2.2995 -0.224
F 3.7374 -2.3664 2.9501 -0.200
F 5.9085 -2.4215 1.8864 -0.172
F 5.4022 -0.7172 3.4768 -0.177
C 0.3529 -4.9543 -2.9875 -0.329
N -0.6526 -4.9522 -4.1591 0.082
C -0.5872 -4.6255 -1.6430 -0.098
N -1.2913 -4.4657 -0.5536 0.116
C 0.9176 -6.4722 -2.7925 -0.086
O 0.7482 -7.1913 -4.0520 -0.028
C 1.8753 -7.1534 -4.9562 -0.252
F 3.0870 -6.4396 -4.5376 0.055
F 2.2897 -8.5852 -5.2055 0.021
F 1.3534 -6.6818 -6.2935 0.017
H 2.9927 -3.0157 -4.7296 0.137
H 1.7887 -4.3708 -5.2830 0.118
H 1.0167 -2.4831 -6.5149 0.137
H -0.2283 -2.3611 -5.1090 0.124
H 2.3900 -0.9056 -4.8633 0.096
H 2.4056 -4.3045 -1.0669 0.137
H 3.4072 -4.8420 -2.5679 0.132
H 4.6401 -2.8741 -2.8999 0.148
H 3.3362 -1.6216 -2.3740 0.133
H -1.4024 -5.6825 -3.9767 0.108
H -1.2039 -4.0423 -4.1226 0.095
H 1.9581 -6.5749 -2.2707 0.152
H 0.1542 -6.9939 -2.0317 0.172
O -4.1529 -6.3143 -3.0886 0.135
C -4.5544 -5.1686 -2.9700 -0.501
O -5.4671 -4.7687 -2.0327 0.069
C -5.5609 -3.3625 -2.1413 -0.074
C -5.1041 -3.1148 -3.5383 -0.326
F -4.4787 -1.9203 -3.6366 0.083
O -4.1545 -4.1327 -3.7598 0.121
H -4.9100 -2.8966 -1.3938 0.155
H -6.5868 -3.0238 -1.9729 0.137
H -5.8986 -3.1828 -4.2890 0.180
O -1.5980 -9.4416 -11.2644 0.147
C -1.5812 -8.8351 -10.2062 -0.501
O -0.9683 -9.2900 -9.0709 0.076
C -1.0632 -8.2476 -8.1209 -0.080
C -2.2385 -7.4715 -8.6088 -0.332
F -2.1031 -6.1580 -8.3188 0.078
O -2.1771 -7.6258 -10.0086 0.142
H -0.1368 -7.6636 -8.1292 0.135
H -1.2171 -8.6470 -7.1148 0.147
H -3.2026 -7.8375 -8.2400 0.178
O 0.2706 4.5160 4.5120 0.139
C 0.9770 4.0379 3.6401 -0.501
O 0.9915 2.7114 3.3059 0.082
C 1.8334 2.5933 2.1767 -0.071
C 2.7001 3.8005 2.2919 -0.325
F 3.0632 4.2518 1.0703 0.082
O 1.8535 4.7584 2.8856 0.130
H 1.2232 2.5950 1.2673 0.155
H 2.4081 1.6638 2.2117 0.113
H 3.5887 3.6572 2.9159 0.181
O 3.1412 10.0886 1.9025 0.142
C 2.5336 9.5956 2.8382 -0.501
O 3.1335 9.0277 3.9286 0.084
C 2.0954 8.7011 4.8306 -0.072
C 0.9101 8.5919 3.9336 -0.317
F -0.2185 8.9637 4.5783 0.077
O 1.1748 9.5364 2.9213 0.135
H 1.9936 9.5009 5.5718 0.150
H 2.3097 7.7645 5.3525 0.115
H 0.7752 7.6012 3.4866 0.174
O -8.2317 -7.1440 -1.4482 0.155
C -8.3228 -6.3004 -0.5719 -0.496
O -8.5790 -6.5835 0.7418 0.080
C -8.4732 -5.3601 1.4419 -0.075
C -8.7215 -4.3527 0.3718 -0.329
F -8.0309 -3.2153 0.6105 0.077
O -8.1896 -4.9609 -0.7832 0.120
H -7.4720 -5.2769 1.8779 0.152
H -9.2118 -5.3034 2.2460 0.146
H -9.7796 -4.1199 0.2113 0.179
O -0.7928 13.1867 8.4300 0.144
C -1.0754 13.0049 7.2574 -0.502
O -0.7573 11.8729 6.5581 0.070
C -1.3706 12.0007 5.2911 -0.081
C -1.5303 13.4765 5.1565 -0.331
F -2.6310 13.7784 4.4319 0.081
O -1.7394 13.9076 6.4822 0.142
H -2.3284 11.4697 5.2963 0.153
H -0.7391 11.5773 4.5054 0.134
H -0.6563 13.9862 4.7371 0.179
O 3.3230 5.9072 6.4491 0.145
C 3.3398 6.5137 7.5073 -0.491
O 3.9527 6.0589 8.6426 0.082
C 3.8578 7.1012 9.5926 -0.073
C 2.6825 7.8773 9.1047 -0.323
F 2.8179 9.1908 9.3947 0.087
O 2.7439 7.7231 7.7049 0.119
H 4.7842 7.6852 9.5843 0.151
H 3.7039 6.7018 10.5987 0.147
H 1.7184 7.5113 9.4735 0.181
```

The calculation puts the highest occupied orbital energy at -10.78 eV. As for the SMILES: N#C[C@@](CCO)(CCC(F)(F)C(F)(F)S(F)(F)(F)(F)F)[C@](N)(C#N)COC(F)(F)F.O=C1OC[C@@H](F)O1.O=C1OC[C@@H](F)O1.O=C1OC[C@@H](F)O1.O=C1OC[C@@H](F)O1.O=C1OC[C@@H](F)O1.O=C1OC[C@@H](F)O1.O=C1OC[C@@H](F)O1. The value obtained for the LUMO energy is -2.8 eV. The calculated total energy is -5467.87400 hartree. Its HOMO-LUMO gap is 0.294 Ha.

=====

Which formula does entry 2 have?
C33H34F19N3O23S

=====

calculated total energy of number 2 (C33H34F19N3O23S)?
-5467.87400 hartree

=====

Among the records above, which one has the lowest calculated total energy?
C33H34F19N3O23S